# 1
ORCA calculation (ωB97M-V with the def2-TZVPD basis set) on a molecular structure, C12H16AuF6N5O4S2.

```
46
C12H16AuF6N5O4S2, DFT ωB97M-V with the def2-TZVPD basis set
Au -0.59555 0.56452 -0.46023
N -2.22021 -0.82763 -0.54067
C -3.57484 -0.53867 -1.07602
C -4.42215 0.33485 -0.17267
C -3.90922 1.76406 -0.08107
C -2.86874 1.94854 1.02712
N -1.50647 2.13997 0.44147
H -1.72717 -1.53974 -1.09914
H -2.23717 -1.13457 0.43606
H -4.08088 -1.50084 -1.20189
H -3.46455 -0.12450 -2.07781
H -4.47435 -0.09858 0.83079
H -5.43745 0.31820 -0.56652
H -4.74187 2.43621 0.11743
H -3.49825 2.06511 -1.05172
H -2.81109 1.09911 1.70723
H -3.10271 2.82252 1.63526
H -0.86241 2.41049 1.18883
H -1.54939 2.92178 -0.21436
F 0.76230 -2.72577 3.93818
C 1.42656 -2.71515 2.80657
F 2.30342 -1.71308 2.79163
F 2.04158 -3.85401 2.59128
S 0.20865 -2.41123 1.44538
O -0.20354 -1.00772 1.55473
O -0.83850 -3.37289 1.48814
N 1.19905 -2.54580 0.17602
S 0.60031 -2.26665 -1.20716
O -0.65045 -2.89382 -1.53790
O 0.54938 -0.74412 -1.49582
C 1.97531 -2.80218 -2.36816
F 2.89479 -1.85071 -2.34481
F 1.45290 -2.92394 -3.56132
F 2.46226 -3.92640 -1.91968
N 6.67430 2.87805 -0.11597
C 5.58253 2.52620 -0.09764
C 4.20436 2.11914 -0.09054
C 3.85778 0.80453 0.19561
C 2.52361 0.44735 0.17208
N 1.58049 1.34959 -0.10299
C 1.89689 2.62581 -0.37596
C 3.20646 3.04773 -0.38052
H 4.60993 0.06475 0.43155
H 2.22118 -0.56902 0.35327
H 1.09572 3.32153 -0.58260
H 3.44721 4.07699 -0.60542
```

* total charge: +2
* energy above the lowest of the compared OMol25 structures with the same formula, charge and spin: 0.9326 eV
* LUMO energy: -10.103 eV
* frontier orbital gap: 6.835 eV

From a Mulliken analysis of the wavefunction, the atomic charges in e read: Au 1.33; N -0.39; C -0.81; C -0.77; C -0.62; C -0.78; N -0.50; H 0.33; H 0.39; H 0.43; H 0.48; H 0.41; H 0.36; H 0.35; H 0.47; H 0.45; H 0.48; H 0.42; H 0.38; F -0.16; C 0.56; F -0.18; F -0.17; S 1.13; O -0.58; O -0.57; N -0.35; S 0.81; O -0.69; O -0.68; C 0.55; F -0.16; F -0.16; F -0.15; N -0.30; C -0.37; C 0.87; C -0.97; C 0.07; N -0.10; C -0.21; C -0.72; H 0.54; H 0.65; H 0.43; H 0.53

# 2
ORCA calculation (ωB97M-V with the def2-TZVPD basis set) on 2 unconnected molecules or ions with the total composition C10H16.

```
26
C10H16, DFT ωB97M-V with the def2-TZVPD basis set
C -0.46263 0.42393 -1.46540
C -1.53650 0.40089 -2.53115
C -0.76863 -0.55641 -0.33611
C -0.93170 -1.91954 -0.67611
C -1.12516 -0.06375 1.00681
C -1.07615 -2.83138 0.33775
C -1.48838 -0.99470 1.92663
C -1.37369 -2.37543 1.63092
H 0.54932 0.07285 -1.72621
H -0.41664 1.39872 -1.01738
H -1.50524 -0.47988 -3.19353
H -0.72180 -2.16817 -1.71281
H -1.04336 1.00213 1.01030
H -0.87015 -3.90238 0.23824
H -1.95876 -0.66955 2.82628
H -1.61015 -2.99714 2.44759
H -1.29097 1.32227 -3.17496
H -2.56609 0.57834 -2.22010
C 2.96493 1.14740 0.67648
C 2.02101 2.39516 0.90341
H 3.98991 1.24962 0.29320
H 3.14977 0.60430 1.59467
H 2.45435 0.37694 0.06375
H 1.21085 2.02694 1.52465
H 1.68018 3.00038 0.06523
H 2.72568 2.95846 1.50785
```

* total charge: +1
* energy above the lowest of the compared OMol25 structures with the same formula, charge and spin: 0.9605 eV
* LUMO energy (alpha / beta): -4.252 / -8.088 eV
* frontier orbital gap (alpha / beta): 10.107 / 6.271 eV
* multiplicity: 2

From a Mulliken analysis of the wavefunction, the atomic charges in e read: C -0.53; C -1.16; C 0.78; C -0.36; C -0.30; C -0.52; C -0.62; C -0.27; H 0.33; H 0.37; H 0.39; H 0.39; H 0.47; H 0.41; H 0.43; H 0.45; H 0.33; H 0.37; C -0.80; C -0.68; H 0.35; H 0.31; H 0.11; H 0.15; H 0.28; H 0.32

# 3
ORCA calculation (ωB97M-V with the def2-TZVPD basis set) on a molecular structure, C8H21AsNO3PdS.

```
36
C8H21AsNO3PdS, DFT ωB97M-V with the def2-TZVPD basis set
Pd -0.73228 0.09479 0.28211
N 3.58784 -1.58072 -0.15272
C 2.27742 -1.24403 -0.15380
O 1.72576 -0.81280 -1.15181
C 1.54814 -1.50680 1.15359
C 0.63011 -0.39420 1.62510
H 4.10723 -1.50240 -1.01078
H 4.04882 -1.93586 0.66438
H 2.27938 -1.70482 1.94423
H 0.99248 -2.43953 1.01570
H 1.17328 0.52456 1.83859
H 0.07713 -0.70381 2.51434
C -2.53903 -4.05622 0.96648
S -1.97025 -2.51792 1.66110
C -3.46446 -2.01056 2.49481
O -1.87697 -1.61187 0.43779
H -2.76850 -4.74649 1.77731
H -1.72758 -4.45229 0.36014
H -3.41619 -3.86290 0.35143
H -3.66810 -2.70603 3.30844
H -4.28381 -1.98867 1.77824
H -3.28218 -1.01605 2.89760
C 0.81487 1.59491 -2.83948
As 0.45203 2.71836 -1.33593
C 1.91807 3.91778 -1.08835
C -1.12605 3.74627 -1.70122
O 0.27554 1.85540 0.09098
H 0.88785 2.19966 -3.74296
H 0.01368 0.86559 -2.94425
H 1.73746 1.05555 -2.64553
H 2.05547 4.53178 -1.97673
H 2.81150 3.32582 -0.90136
H 1.71097 4.54980 -0.22720
H -0.89874 4.54267 -2.40800
H -1.47578 4.17147 -0.76244
H -1.89508 3.09958 -2.11983
```

* total charge: +1
* energy above the lowest of the compared OMol25 structures with the same formula, charge and spin: 0.2857 eV
* LUMO energy: -2.505 eV
* frontier orbital gap: 8.835 eV

From a Mulliken analysis of the wavefunction, the atomic charges in e read: Pd 0.55; N -0.37; C 0.36; O -0.59; C 0.04; C -1.22; H 0.25; H 0.19; H 0.37; H 0.05; H 0.52; H 0.45; C -1.04; S 0.65; C -1.00; O -0.59; H 0.43; H 0.33; H 0.33; H 0.41; H 0.33; H 0.32; C -1.07; As 0.78; C -1.06; C -1.04; O -0.63; H 0.42; H 0.34; H 0.33; H 0.40; H 0.32; H 0.36; H 0.38; H 0.34; H 0.35

# 4
ORCA calculation (ωB97M-V with the def2-TZVPD basis set) on a molecular structure, C2H4Cl3Hf.

```
10
C2H4Cl3Hf, DFT ωB97M-V with the def2-TZVPD basis set
Hf 8.35592 18.75062 -17.12377
Cl 9.66998 16.69999 -17.99376
Cl 12.58009 11.61076 -19.78763
C 12.49963 12.91633 -18.68642
C 12.20926 14.37437 -19.22749
Cl 13.57603 14.94886 -20.09008
H 13.39785 12.90112 -18.06615
H 11.66524 12.58957 -18.01859
H 11.94092 15.07980 -18.44067
H 11.38124 14.30474 -19.94928
```

* total charge: +3
* energy above the lowest of the compared OMol25 structures with the same formula, charge and spin: 0.0000 eV
* LUMO energy: -18.258 eV
* frontier orbital gap: 1.885 eV

From a Mulliken analysis of the wavefunction, the atomic charges in e read: Hf 1.50; Cl 0.05; Cl 0.32; C -0.40; C -0.12; Cl 0.27; H 0.43; H 0.39; H 0.13; H 0.43